{"formula": "C48H37BiClO9S2", "method": "ωB97M-V/def2-TZVPD", "symbols": ["Bi", "O", "Cl", "O", "O", "O", "O", "C", "C", "O", "O", "C", "C", "C", "C", "C", "C", "C", "C", "C", "C", "C", "C", "H", "H", "H", "H", "H", "H", "H", "H", "H", "H", "H", "C", "C", "C", "C", "C", "C", "C", "S", "O", "C", "C", "C", "C", "C", "C", "C", "C", "C", "C", "C", "C", "C", "C", "C", "C", "C", "C", "C", "C", "S", "O", "C", "C", "C", "C", "C", "C", "C", "H", "H", "H", "H", "H", "H", "H", "H", "H", "H", "H", "H", "H", "H", "H", "H", "H", "H", "H", "H", "H", "H", "H", "H", "H", "H"], "coordinates": [[-0.20508, -0.05188, 0.32922], [-3.20278, 0.74784, 1.36786], [-2.13541, 1.30931, 2.12524], [-2.55468, 2.13202, 3.17544], [-1.28092, 0.21196, 2.59014], [-1.26698, 2.04961, 1.18741], [1.44984, 1.22244, 1.17965], [2.34541, 0.59710, 2.15635], [2.12340, -0.94349, 2.12610], [2.88122, -1.69558, 2.68351], [1.06453, -1.34037, 1.46165], [3.76157, 1.05090, 1.82435], [4.82733, 0.18907, 1.59048], [6.08336, 0.70517, 1.29760], [6.28874, 2.07386, 1.23108], [5.23423, 2.93732, 1.48996], [3.98134, 2.42954, 1.78791], [1.94774, 1.09756, 3.55256], [2.55604, 0.53644, 4.67216], [2.20388, 0.96488, 5.94096], [1.25822, 1.96746, 6.10247], [0.68359, 2.55425, 4.98799], [1.02621, 2.12403, 3.71393], [1.94921, 1.66465, 0.47345], [4.69112, -0.87832, 1.66375], [6.91157, 0.02603, 1.13873], [7.26674, 2.46912, 0.99050], [5.38702, 4.00839, 1.47894], [3.16868, 3.10839, 2.02269], [3.30096, -0.23628, 4.54666], [2.66678, 0.51134, 6.80723], [0.97306, 2.29264, 7.09429], [-0.04292, 3.34823, 5.10009], [0.56649, 2.59558, 2.85710], [6.48410, -4.94852, 0.29906], [5.19380, -4.31368, -0.13102], [5.10155, -2.93252, -0.30366], [3.91571, -2.34427, -0.70581], [2.81505, -3.15210, -0.93554], [2.86339, -4.52349, -0.73292], [4.05937, -5.09712, -0.34047], [1.28826, -2.47068, -1.52543], [1.35074, -0.97500, -1.15667], [1.58826, -2.36219, -3.30727], [2.84402, -2.60772, -3.89118], [3.00925, -2.40896, -5.23116], [1.93440, -1.99755, -6.05099], [2.09506, -1.79710, -7.44187], [1.04120, -1.39432, -8.21205], [-0.22651, -1.18295, -7.63210], [-0.41625, -1.37321, -6.29345], [0.66113, -1.77059, -5.46544], [0.50942, -1.93378, -4.06334], [-0.78699, -1.55974, -3.41722], [-1.83439, -2.51321, -3.27647], [-1.70480, -3.84194, -3.74346], [-2.69846, -4.75304, -3.51799], [-3.85880, -4.39063, -2.80525], [-4.02172, -3.10861, -2.36310], [-3.02454, -2.13451, -2.59847], [-3.18462, -0.79872, -2.16154], [-2.18066, 0.11235, -2.32321], [-0.96615, -0.28435, -2.92442], [0.43589, 0.85399, -2.85492], [0.31272, 1.49012, -1.46286], [-0.16781, 2.07100, -4.01804], [0.41456, 1.99621, -5.27620], [-0.01497, 2.85095, -6.27701], [-1.01547, 3.78833, -6.03177], [-1.47767, 4.71682, -7.11644], [-1.56564, 3.85878, -4.75091], [-1.14755, 3.01163, -3.74072], [7.33848, -4.33921, 0.00945], [6.59469, -5.94119, -0.13461], [6.50274, -5.06037, 1.38526], [5.97068, -2.30992, -0.13036], [3.83164, -1.27383, -0.84996], [1.97746, -5.12828, -0.88817], [4.11613, -6.16721, -0.18668], [3.67296, -2.94078, -3.28358], [3.97793, -2.56898, -5.68798], [3.06744, -1.97609, -7.88365], [1.16980, -1.24606, -9.27606], [-1.05201, -0.86853, -8.25687], [-1.39483, -1.22836, -5.85233], [-0.80817, -4.12786, -4.27968], [-2.59619, -5.76637, -3.88309], [-4.62004, -5.13323, -2.60825], [-4.90855, -2.81812, -1.81376], [-4.10902, -0.50613, -1.67915], [-2.31162, 1.13455, -1.98702], [1.19466, 1.26700, -5.46549], [0.44156, 2.79332, -7.25728], [-1.13143, 4.38510, -8.09349], [-1.09242, 5.72437, -6.94877], [-2.56535, 4.78310, -7.13800], [-2.33432, 4.59235, -4.54065], [-1.56413, 3.08976, -2.74427]], "lowdin_charge": [2.061, -0.314, 0.634, -0.233, -0.425, -0.455, -0.140, -0.255, -0.534, 0.115, -0.224, -0.133, -0.017, -0.062, -0.070, -0.058, -0.018, -0.144, -0.009, -0.057, -0.070, -0.058, -0.040, 0.126, 0.094, 0.106, 0.109, 0.111, 0.127, 0.120, 0.109, 0.108, 0.112, 0.101, -0.034, -0.242, -0.018, -0.073, -0.406, -0.057, -0.014, 1.118, -0.706, -0.263, -0.032, 0.005, -0.146, -0.018, -0.055, -0.054, -0.010, -0.113, -0.172, -0.178, -0.108, -0.004, -0.049, -0.051, -0.013, -0.141, 0.005, -0.100, -0.324, 1.094, -0.620, -0.364, -0.077, -0.023, -0.253, -0.038, -0.016, -0.054, 0.082, 0.084, 0.096, 0.116, 0.120, 0.119, 0.124, 0.111, 0.125, 0.120, 0.112, 0.113, 0.125, 0.123, 0.113, 0.114, 0.122, 0.131, 0.110, 0.110, 0.119, 0.079, 0.093, 0.087, 0.125, 0.113], "homo_energy_ev": -10.906, "de_lowest_kcal_mol": 0.0, "gap_ev": 7.94, "charge": 1, "max_force_ev_per_a": 0.85, "e_lumo_ev": -2.96}

{"formula": "C48H38CuN7O4P2Se2", "method": "ωB97M-V/def2-TZVPD", "symbols": ["Cu", "C", "O", "C", "C", "C", "C", "C", "C", "N", "N", "C", "C", "O", "C", "C", "C", "C", "C", "C", "C", "C", "H", "H", "H", "H", "H", "H", "H", "H", "H", "H", "H", "H", "H", "Se", "P", "C", "C", "C", "C", "C", "C", "C", "C", "C", "C", "C", "C", "C", "C", "N", "N", "N", "P", "Se", "C", "C", "C", "C", "C", "C", "C", "C", "C", "C", "C", "C", "H", "H", "H", "H", "H", "H", "H", "H", "H", "H", "H", "H", "H", "H", "H", "H", "H", "H", "H", "H", "C", "N", "C", "C", "C", "O", "N", "C", "O", "H", "H", "H", "H", "H"], "coordinates": [[0.21550, -0.44352, 0.32164], [3.83347, -0.36994, -0.84137], [2.81079, 0.45691, -0.30149], [2.51704, 1.59703, -0.96477], [3.29398, 2.14089, -1.97950], [2.89854, 3.32304, -2.59478], [1.73727, 3.97049, -2.20310], [0.95922, 3.42436, -1.19016], [1.33424, 2.23980, -0.58037], [0.56206, 1.58457, 0.42530], [-0.19593, 2.35854, 1.06655], [-0.90620, 1.87894, 2.12712], [-0.68434, 0.59763, 2.69546], [0.16492, -0.24381, 2.25044], [-1.44156, 0.24303, 3.87366], [-2.34816, 1.08416, 4.40305], [-2.60302, 2.38149, 3.84347], [-3.56051, 3.24293, 4.40877], [-3.80173, 4.48125, 3.87076], [-3.08282, 4.88637, 2.73346], [-2.14993, 4.05756, 2.15927], [-1.87968, 2.78271, 2.70428], [4.80299, 0.13341, -0.78921], [3.83949, -1.26891, -0.23642], [3.59304, -0.64227, -1.86949], [4.19632, 1.64340, -2.30108], [3.50105, 3.72665, -3.39985], [1.42568, 4.88290, -2.69683], [0.03263, 3.88968, -0.87940], [-1.27454, -0.74841, 4.27398], [-2.92586, 0.77858, 5.27032], [-4.11270, 2.90912, 5.28192], [-4.54459, 5.13518, 4.31066], [-3.26633, 5.86442, 2.30328], [-1.61060, 4.36294, 1.27372], [0.10704, 1.55009, -6.47768], [-0.84387, -0.10029, -5.56140], [-0.32809, -1.71583, -6.21230], [-0.53269, -2.87121, -5.46192], [-0.21770, -4.11144, -5.99525], [0.30786, -4.20116, -7.27884], [0.52691, -3.04912, -8.02094], [0.21000, -1.80506, -7.48840], [-2.63619, -0.04124, -5.92566], [-3.33682, -1.17211, -6.33652], [-4.64340, -1.05979, -6.79458], [-5.26543, 0.17814, -6.83819], [-4.57715, 1.30993, -6.42096], [-3.26701, 1.20298, -5.98210], [-0.42236, -0.28690, -3.81310], [-0.90088, -0.10846, -2.51880], [0.13126, -0.34596, -1.68888], [1.20214, -0.63310, -2.42463], [0.89354, -0.60083, -3.69236], [-2.47614, 0.39138, -1.85762], [-2.72295, 0.11265, 0.20364], [-2.65641, 2.13278, -2.34374], [-1.67448, 2.79847, -3.06989], [-1.78928, 4.16255, -3.30982], [-2.87959, 4.86615, -2.82304], [-3.85507, 4.20904, -2.07905], [-3.73477, 2.85303, -1.82492], [-3.68076, -0.68560, -2.69957], [-4.98314, -0.27032, -2.94413], [-5.95454, -1.19802, -3.29405], [-5.63043, -2.54308, -3.40001], [-4.32656, -2.96182, -3.16061], [-3.35596, -2.03869, -2.80355], [-0.91988, -2.79652, -4.45262], [-0.37333, -5.00653, -5.40546], [0.55708, -5.17007, -7.69500], [0.95163, -3.11575, -9.01509], [0.38939, -0.89472, -8.04777], [-2.86275, -2.14487, -6.31890], [-5.17294, -1.94678, -7.11990], [-6.28373, 0.26160, -7.19940], [-5.04906, 2.28412, -6.46290], [-2.71370, 2.09169, -5.72523], [-0.80860, 2.27256, -3.44888], [-1.01542, 4.66611, -3.87677], [-2.96343, 5.93108, -3.00420], [-4.69256, 4.76121, -1.67173], [-4.45577, 2.34845, -1.19301], [-5.24312, 0.77816, -2.85307], [-6.96938, -0.86852, -3.48188], [-6.39244, -3.26471, -3.66866], [-4.06908, -4.01173, -3.23097], [-2.35125, -2.37101, -2.56458], [-2.78389, -4.76174, 1.71681], [-1.60371, -4.26787, 1.03260], [-0.81924, -5.07837, 0.26508], [0.30933, -4.63428, -0.30266], [0.68668, -3.23600, -0.10478], [1.76873, -2.79458, -0.48000], [-0.22746, -2.41161, 0.51684], [-1.29625, -2.90090, 1.20343], [-2.01263, -2.25184, 1.95302], [-2.80935, -5.84670, 1.62810], [-3.69290, -4.33769, 1.28890], [-2.75234, -4.47940, 2.76610], [-1.16202, -6.10078, 0.16244], [0.96024, -5.27730, -0.87497]], "lowdin_spin": [0.713, 0.000, 0.000, 0.001, 0.000, 0.002, 0.000, 0.004, 0.008, 0.092, 0.015, 0.001, -0.001, 0.060, 0.005, -0.004, -0.001, 0.000, 0.000, -0.001, 0.001, -0.001, 0.000, 0.000, 0.000, 0.000, 0.000, 0.000, 0.000, 0.000, 0.000, 0.000, 0.000, 0.000, 0.000, 0.000, 0.000, 0.000, 0.000, 0.000, 0.000, 0.000, 0.000, 0.000, 0.000, 0.000, 0.000, 0.000, 0.000, 0.001, 0.003, 0.042, 0.000, 0.002, -0.001, -0.002, 0.000, 0.000, 0.000, 0.000, 0.000, 0.000, 0.000, 0.000, 0.000, 0.000, 0.000, 0.000, 0.000, 0.000, 0.000, 0.000, 0.000, 0.000, 0.000, 0.000, 0.000, 0.000, 0.000, 0.000, 0.000, 0.000, 0.000, 0.000, 0.000, 0.000, 0.000, 0.000, 0.001, 0.002, -0.001, 0.002, 0.003, -0.002, 0.051, 0.005, -0.001, 0.000, 0.000, 0.000, 0.000, 0.000], "homo_energy_ev": [-4.734, -4.708], "de_lowest_kcal_mol": 6.0, "gap_ev": [7.01, 6.89], "charge": -1, "multiplicity": 2, "max_force_ev_per_a": 0.67, "e_lumo_ev": [2.28, 2.18], "s_squared": 0.761}

| no. | energy (hartree) |
| --- | --- |
| 1 | -3999.24276 |
| 2 | -9662.41981 |